Entry from the Open Molecules 2025 dataset: a molecular structure, C29H38NO3P2SiTi (wB97M-V/def2-TZVPD).

Geometry as ORCA input:
```
! RIJCOSX wB97M-V def2-TZVPD def2/J DEFGRID3
* xyz 3 1
H -3.9756 -2.6592 4.5270
H -2.2404 -0.9201 -4.0587
H 4.4787 0.6625 4.0453
C 2.9380 -2.3344 -2.7162
H 0.6305 2.4315 -6.3593
C -3.7328 -1.6694 -1.8056
H 2.2161 -2.3738 -3.5435
H 3.9448 -2.1601 -3.1106
H 2.9088 1.3319 -1.9533
C 3.6884 0.0437 3.6155
H 4.7331 -1.8183 3.9592
C -2.1723 0.0173 -3.5052
O -0.0431 0.5140 0.1709
C 2.8179 -2.1271 3.0145
C -0.7453 1.4181 -5.0263
C -3.2501 -2.0265 4.0061
Ti -0.0208 -0.8857 -1.2094
C 1.5329 -0.1322 2.5199
H 1.4187 5.3313 2.2523
H -2.0938 2.0311 3.4511
C 1.5987 1.5837 -4.6233
H 2.4034 1.7228 3.1843
C 2.5253 0.6449 3.1139
H -4.6249 -1.2942 -2.3174
H -0.1028 -2.1025 -0.0393
H -3.9871 -1.9565 -0.7737
C -1.4025 4.0639 3.6765
C -1.4854 -0.3695 4.0528
C 3.8364 -1.3463 3.5678
C 0.7350 3.3025 2.0371
H 1.5783 3.0127 1.4007
C -0.8644 0.6979 -3.8346
C -0.4214 4.9977 3.3352
H 3.7751 -1.8408 0.2505
H 3.5077 0.3024 -3.2824
C 0.5077 1.8695 -5.4348
C -0.2317 2.3533 2.3952
H 3.5930 -0.0768 0.3451
H -3.3441 -2.5446 -2.3491
H -3.7686 -2.7708 2.0409
C -1.3130 2.7516 3.1940
H -1.6384 1.5631 -5.6268
O -1.9209 -2.7653 -4.3355
C -2.4233 -1.1614 4.7308
H -1.0765 -2.6449 -3.8568
P -2.4413 -0.3978 -1.7325
Si -0.0402 0.5895 1.7971
H -2.1211 -1.3562 0.8599
C -3.1394 -2.0846 2.6140
C -1.3794 -0.4196 2.6515
H -4.1768 1.2465 -1.3351
H -3.2636 0.8144 0.1519
C -3.1805 1.0392 -0.9233
C 3.7916 -0.9121 -0.3409
C 1.4298 0.8429 -3.4577
H 2.9039 -3.2130 3.0038
C 2.6495 0.4958 -2.6219
H -2.5204 1.9064 -1.0470
H 0.8897 -2.1422 2.0513
N 0.2099 0.4434 -3.0502
H 2.6070 1.9056 -4.8652
H -1.7465 -2.5896 -5.2723
H 2.9067 -3.2862 -2.1675
H -0.8419 0.3064 4.6341
H -0.4873 6.0240 3.7084
H 4.7665 -0.7814 -0.8392
H -2.2341 4.3485 4.3184
H -0.0947 -3.3333 -2.1510
O -0.0184 -2.4078 -2.3676
P 2.4735 -0.9963 -1.5702
H -2.5082 -1.0935 5.8162
C -2.2145 -1.2781 1.9455
C 1.6743 -1.5238 2.4858
C 0.6415 4.6159 2.5146
H -3.0246 0.5700 -3.9358
*
```

Calculated values
* energy relative to the best compared isomer or geometry (same formula, charge and spin): 80.6 kJ/mol
* frontier orbital gap (alpha / beta): 2.68 / 2.68 eV
* HOMO energy (alpha / beta): -16.7 / -16.7 eV
* LUMO (alpha / beta): -14.03 / -14.04 eV

Entry from the Open Molecules 2025 dataset: a molecular structure, C29H39AlFIN7O2 (wB97M-V/def2-TZVPD).

Geometry as ORCA input:
```
! RIJCOSX wB97M-V def2-TZVPD def2/J DEFGRID3
* xyz -1 1
H -1.8257 5.5544 2.6539
H 10.0536 4.2457 7.8115
H 0.4440 -0.6847 -6.0009
H 6.0834 5.9707 7.7402
H 4.3840 6.8027 5.8167
H -6.0531 2.2313 1.9034
O 1.0386 4.9513 0.7204
N -4.2405 -3.3480 -0.3610
H -0.4867 -6.2998 0.3083
H 8.3427 5.8144 9.2253
C -4.2114 -3.2686 -2.5719
F 1.4875 1.0014 1.4801
H 1.6480 -3.3079 -7.4953
H -0.9198 -2.8796 -2.5298
N -2.0552 -6.5793 -1.1062
H -1.6739 -2.2622 -9.8524
H 2.9710 6.2540 3.5659
C -4.4381 3.5009 1.1516
O 0.6333 2.4995 2.8353
H 1.9150 4.0184 3.8940
H 0.4806 -1.5322 -8.8104
C -5.4972 2.3681 0.9944
Al -1.8430 4.8377 1.2193
C -4.9500 -4.4340 -0.7947
H -2.3414 -5.6238 -1.2347
H 4.0287 4.6534 7.4518
H -3.2024 -1.7390 -1.3016
C 0.7983 2.1285 1.6949
H -0.9545 -2.8814 -5.2388
N 0.3921 2.7345 0.5332
C -0.4827 -2.1587 -4.5935
C -0.0874 -4.5735 -8.0932
C -1.0552 -7.0022 -0.2763
C -1.2100 -4.2200 -8.8913
H -4.6177 4.2334 0.3796
H -4.0808 -3.1073 0.5997
C 3.6170 4.7953 6.4661
H -5.4293 -5.1367 -2.8048
C -0.4821 -2.1847 -3.2253
H 8.7259 3.5473 5.5571
H -6.1853 2.6364 0.2150
H -2.7424 2.4702 1.9936
C 0.0880 4.2141 0.7672
H -2.1852 -9.7889 -1.6116
H -2.0369 -4.8542 -9.1622
C 2.8076 3.9097 5.8018
H 0.1080 -5.5291 -7.6372
H 6.4605 4.6150 5.6837
H -2.6901 2.6222 0.2492
C 3.8038 5.9174 5.6116
N 0.2204 -1.0945 -2.7847
C -4.9518 -4.4132 -2.1653
H 0.3787 -0.8573 -1.8233
C -2.9774 3.1319 1.1658
I -4.7328 0.4278 0.4951
C 3.0986 5.6694 4.4604
C -0.9773 -8.3665 -0.3715
H -3.4246 -7.5236 -2.4329
C -1.9705 -8.7808 -1.2995
N 2.4992 4.4529 4.5895
C 0.2503 -1.0088 -4.9924
C 8.4064 4.1601 6.3820
H -5.3883 -5.1248 -0.0954
C 0.6719 -0.3737 -3.8544
H -4.6583 3.9764 2.0972
N 7.1608 4.7213 6.3979
C -3.7851 -2.6342 -1.4361
H -4.0149 -2.9475 -3.5809
H -2.4235 5.8369 0.1002
H 2.4277 2.9445 6.0874
N 0.1165 -2.4601 -8.7105
H -0.4785 2.3049 0.2401
C 7.0026 5.4483 7.5424
C -2.6168 -7.6535 -1.7341
C 9.0533 4.5307 7.5318
H 1.2488 0.5238 -3.7142
H -0.2861 -8.9963 0.1627
C 8.1591 5.3508 8.2707
C -1.0549 -2.9098 -9.2563
C 0.7127 -3.4669 -8.0031
*
```

Calculated values
* frontier orbital gap: 7.73 eV
* HOMO energy: -5.8 eV
* LUMO: 1.97 eV

Entry from the Open Molecules 2025 dataset: a molecular structure, C29H39BGeN6O2S3SeZr (wB97M-V/def2-TZVPD).

Geometry as ORCA input:
```
! RIJCOSX wB97M-V def2-TZVPD def2/J DEFGRID3
* xyz 2 1
N 0.7077 2.9861 -2.7787
H 0.6070 -5.3871 -2.2196
H -2.7600 -4.0841 0.5318
S 1.6164 2.2299 -0.3099
C 0.2861 1.9945 2.6864
H -0.5837 5.7002 2.6464
C -2.9864 -4.5627 -0.4162
H 4.8954 2.6816 -2.7679
C 4.1036 -5.4621 2.9081
H -4.4363 -0.5564 -1.2580
H 4.5387 4.0074 -1.6420
H 1.0169 4.8567 4.3621
H -3.5953 -1.6901 -0.1542
N -1.5886 3.5107 -1.7829
C -0.8142 3.7726 1.7359
H 1.6948 -0.9650 3.5720
S 0.1702 -1.4038 0.9377
O -1.0840 -2.0333 0.6214
Ge -1.6145 -4.2169 -1.7888
H -2.9965 -5.6443 -0.2729
N -3.3028 4.4293 -0.7857
C 0.1434 -4.9899 -1.3172
H -2.4923 -6.1327 -3.2274
N -0.2805 -0.1555 1.8383
H -4.7385 5.6205 0.1350
H -1.2317 2.1829 -3.5823
H -5.3435 4.0656 -0.4714
C 1.3459 -2.5213 1.5548
N -0.5563 2.4797 1.7199
H -1.4611 4.1560 0.9587
C 3.1368 -4.4126 2.4555
C -2.6209 3.2770 -0.9514
C -2.2487 -5.0901 -3.4364
C 1.8620 2.2710 4.5308
H 3.3290 3.8510 -4.5283
C -4.5083 4.5662 0.0170
H 4.3767 -6.1045 2.0686
C -1.6346 4.8442 -2.1431
C 2.5684 3.5376 -3.8351
H -0.1058 -2.1844 -2.3368
H -1.3658 -2.3832 -3.5409
H 2.8853 0.5142 5.1406
H 5.0195 -5.0078 3.2848
H -0.1751 -3.6164 2.6041
H -3.1436 -4.6104 -3.8347
C -3.7163 -1.3655 -1.1830
C -2.6955 5.4141 -1.5325
H 4.6212 -3.2687 1.4065
C -0.2955 4.6599 2.6842
H 4.2176 2.3357 -1.1657
C 3.5726 -3.3444 1.6638
C 0.5801 4.1926 3.6268
C 2.1528 0.9396 4.4682
C 0.8772 -3.5564 2.3549
H 0.8146 -4.2518 -0.8833
Se -2.0210 -0.7024 -1.8724
C 4.2109 3.0322 -1.9996
C 1.7314 2.7731 -1.9327
H -0.5665 1.4853 -1.8069
H 1.4466 -5.3105 3.4274
H 3.0087 -1.5643 0.5861
H -3.9775 -4.2658 -0.7528
H -0.9146 5.2635 -2.8237
H -1.4823 -5.0772 -4.2121
C 1.4869 0.0957 3.5630
C 0.5455 0.5959 2.6948
C -1.1748 -2.3550 -2.4691
Zr -0.6760 0.8513 -0.0132
C 0.9196 2.8243 3.6386
H 3.6700 -6.0895 3.6834
C 1.2320 3.4430 -3.9761
H -4.3595 4.1045 0.9915
H -4.0266 -2.1883 -1.8196
H 0.6027 3.6566 -4.8223
H 0.0211 -5.8071 -0.6057
H 2.3425 2.9145 5.2558
H -3.0613 6.4253 -1.5684
B -0.7127 2.4718 -2.5517
O 0.7096 -0.6918 -0.2856
C 1.7856 -4.4941 2.8031
S -3.0621 1.8136 -0.1515
N 2.8723 3.1102 -2.5559
C 2.6855 -2.3901 1.2078
*
```

Calculated values
* energy relative to the best compared isomer or geometry (same formula, charge and spin): 162.7 kJ/mol
* frontier orbital gap: 7.33 eV
* HOMO energy: -13.4 eV
* LUMO: -6.03 eV

Entry from the Open Molecules 2025 dataset: a single C29H39FN2O2 molecule (wB97M-V/def2-TZVPD).

Geometry as ORCA input:
```
! RIJCOSX wB97M-V def2-TZVPD def2/J DEFGRID3
* xyz 0 1
C 0.0193 2.8787 2.7483
H 6.4849 0.0733 -0.9614
H 3.0387 -0.3707 -2.1249
H -1.5098 -2.6140 2.3262
C -1.2005 -3.0122 1.3736
H -3.8591 0.3900 -3.0110
C -0.8334 -0.0366 2.8238
H 4.5016 2.0245 0.3156
C 0.3359 -3.1248 -0.4575
C -2.9458 0.9610 -2.8101
C -0.7173 0.0174 -2.4590
N 0.6959 0.5768 -0.5188
C 3.0444 0.2350 -1.2119
H -0.5022 2.7550 0.1383
C -3.7631 -0.7492 -0.4152
H -0.1089 -4.5577 -1.9813
C -0.1461 0.6978 0.5746
O -0.7322 -0.8091 3.7579
C -2.3221 3.4640 2.1113
C 4.3775 0.0126 -0.4800
H -3.8364 2.1650 -1.2454
C 0.2708 1.0240 -1.8267
C -0.0998 -0.2092 1.5764
C -1.7803 1.1450 2.8801
H -1.9584 1.3951 3.9275
H -4.5919 -0.2011 -0.8554
C -0.9960 1.9288 0.6543
C 0.7526 -1.4480 1.4160
H 0.7933 2.1150 2.7426
C 3.2262 -1.7429 0.9465
C -0.4241 -4.1235 -1.0440
H 5.4515 0.8350 1.2052
C -1.2667 2.3559 2.1040
F -3.0867 -4.4194 1.3655
C 1.9757 -1.0630 0.6293
H 1.2429 -2.7976 -0.9439
O 3.3207 -2.5510 1.8490
H -0.3563 -0.9914 -2.2406
H -2.7328 0.8109 2.4564
H -2.1967 -5.3398 -0.8820
H -4.1423 -1.6898 -0.0244
H -0.1656 3.1660 3.7805
C 4.4032 -1.4222 0.0450
H 5.4685 -0.4673 -2.2957
H 5.5151 1.2417 -1.8564
N -2.0625 0.1842 -1.9510
H -1.9414 1.7306 0.1452
H 0.3892 3.7511 2.2129
C -3.3348 2.3066 -2.1983
H -1.8900 -1.6119 -0.9414
C 4.5133 0.9995 0.6812
H 1.0512 -1.8090 2.4077
H -0.2124 1.9982 -1.7620
H -1.9767 4.3260 1.5444
H 2.9776 1.2858 -1.5026
C -1.5865 -4.5679 -0.4412
H -2.4583 2.9296 -2.0424
H -3.3568 -0.1737 0.4116
C 5.5320 0.2281 -1.4611
C 1.8698 -0.1387 -0.3536
H 4.3632 -2.1235 -0.7949
H -4.0122 2.8303 -2.8690
H 1.1394 1.1119 -2.4775
H -0.6817 0.1526 -3.5500
H -3.0855 -1.6522 -2.2521
C -0.0428 -2.5558 0.7522
C -1.9499 -3.9989 0.7661
H 3.7011 0.8763 1.3932
H -3.2538 3.1153 1.6709
H 5.3240 -1.6238 0.5947
H -2.4641 1.1488 -3.7779
C -2.6695 -1.0333 -1.4373
H -2.5260 3.7859 3.1296
*
```

Calculated values
* frontier orbital gap: 8.54 eV
* HOMO energy: -8.1 eV
* LUMO: 0.41 eV
* SMILES: CCN(CC)CCN1C2=C(C(=O)CC(C)(C)C2)C(c2cccc(F)c2)C2=C1CC(C)(C)CC2=O

Entry from the Open Molecules 2025 dataset: a molecular structure, C29H40Ca2N8O15 (wB97M-V/def2-TZVPD).

Geometry as ORCA input:
```
! RIJCOSX wB97M-V def2-TZVPD def2/J DEFGRID3
* xyz 2 1
C -1.2102 -4.7428 1.7609
N -5.8082 0.3745 -2.0084
C -3.3203 -1.5176 5.5532
H -2.7830 -1.0272 7.3089
C 2.2323 1.8662 -1.9340
O -2.1114 -4.4530 0.9394
Ca -3.2855 -3.1327 -0.4702
C -1.2124 3.2722 0.9352
H -2.5447 2.2510 -3.2131
N -4.4585 1.1194 -0.2954
C 5.4597 -0.5892 -0.9411
H 1.6780 -1.1408 -0.6685
H -1.7024 5.1906 0.0707
C 4.0964 -0.8157 -1.0160
H 3.5089 -2.5783 -5.6147
H -3.0903 2.0235 -5.4769
H 0.7907 -4.5942 2.2067
C 6.2072 -1.1326 0.0954
C 3.4643 -1.5374 -0.0089
H -2.3130 -6.0484 2.8740
C -0.6356 3.3405 3.2814
C 5.5829 -1.9936 0.9924
C 4.4403 2.7978 -1.6807
H -5.1046 -1.9162 2.7301
C 4.2078 -2.1379 0.9947
Ca -0.9267 -2.4434 -3.3116
O -1.1899 -0.1862 -0.0643
H -0.2584 2.8051 4.1416
H 3.7587 -2.8336 1.6914
O -2.7543 -1.7205 1.4336
C -1.5164 4.6225 0.9733
O -1.2811 -2.2294 -1.0253
O -2.1283 -0.7158 -4.1997
C -0.7833 -1.0125 -0.9018
N -1.4744 -5.4965 2.8484
C -2.9468 -1.7053 2.8081
H -1.1775 -1.1323 5.6022
H -1.2092 2.7429 -0.0110
C 3.3993 2.3803 -2.4975
H 2.2102 -3.5399 -5.1911
H -3.9056 0.9326 0.5244
O -4.5823 -1.0861 -0.7426
H -2.8752 0.5510 -6.2486
H -1.4437 7.0902 2.9312
H -0.6859 -5.7580 3.4153
N 0.0444 -4.2837 1.6096
H 3.6515 -0.7731 -4.3104
O 5.3271 3.1831 0.4702
O -3.5379 -1.4637 6.8988
C -4.4136 -1.6322 4.7084
O -0.0259 -0.7110 -1.8865
C -2.0438 -1.4135 5.0138
H 8.0726 -0.5369 -0.3218
H -5.4154 -1.5398 5.1044
C 4.2895 2.7511 -0.2972
O 0.6701 -1.4760 -4.6582
H -0.8697 -1.2975 3.2279
H 3.4840 -0.4058 -1.8066
H 3.4680 2.4401 -3.5771
C -1.3875 5.3296 2.1647
C -0.7715 2.6424 2.0996
C 2.0851 1.8364 -0.5606
H 5.9147 0.1330 -1.6118
H 1.1649 1.4639 -0.1189
H -0.8552 0.8745 1.3621
C -2.5197 0.4722 -4.2411
H 2.9155 2.5116 1.3149
O 1.2416 1.4481 -2.7949
H -5.8801 1.3411 -2.2761
H -4.7165 2.0738 -0.4776
H 5.2307 3.3740 -2.1460
H -2.1156 -1.0559 1.0710
C -1.8588 -1.4650 3.6362
O 7.4627 -0.7224 0.3963
H -1.7731 0.8900 -2.4182
N -2.3409 1.2698 -3.1614
C -0.9900 4.6955 3.3251
O -1.7385 6.6545 2.1252
H 6.2457 -2.4034 1.7460
O -0.3319 1.3328 2.0365
C -4.9585 0.0743 -0.9911
C 3.0848 2.3506 0.2572
H -5.9329 -0.3470 -2.6951
H -0.9288 5.1530 4.3049
H 5.3814 2.7238 1.3124
H 0.7639 0.6679 -2.4429
N 2.5138 -2.6158 -5.4527
H 0.2659 -3.5780 0.9250
C 1.9014 -1.5471 -4.8585
C -4.2204 -1.7680 3.3401
O 2.0903 -1.6251 0.0587
N 2.7064 -0.5092 -4.5426
N -2.9838 1.0284 -5.3684
H 2.3167 0.3114 -4.0842
*
```

Calculated values
* energy relative to the best compared isomer or geometry (same formula, charge and spin): 0.0 kJ/mol
* frontier orbital gap: 4.43 eV
* HOMO energy: -11.3 eV
* LUMO: -6.89 eV

Entry from the Open Molecules 2025 dataset: a molecular structure, C29H40CrN5OP2SSb (wB97M-V/def2-TZVPD).

Geometry as ORCA input:
```
! RIJCOSX wB97M-V def2-TZVPD def2/J DEFGRID3
* xyz 3 4
H 2.6660 2.8519 0.2376
C 0.4160 3.4472 -3.6563
C -0.3606 3.3098 -4.8013
N 4.9051 0.3166 0.0756
C -1.5748 2.6395 -4.7438
H -4.6344 2.0334 -1.8277
H -2.0204 -2.4181 -2.6449
C 1.2299 -0.0254 -3.7492
C -2.4035 3.1837 0.1065
H 3.8755 1.7607 3.4660
C -2.0306 2.1178 -3.5383
H 2.0796 0.5594 -3.4053
N -1.3662 -0.9324 3.7264
H 1.5698 -0.7972 -4.4401
H 3.5089 -1.0359 -0.7346
C -1.8500 -0.8272 0.2443
C 5.0966 1.7422 0.3529
H -1.5555 0.5309 5.7680
H 6.2435 -0.3057 1.5419
C -3.2811 0.6524 -0.8766
H -3.9098 6.2711 1.8749
Cr -0.2049 0.1728 0.2788
N 4.2401 2.1966 1.4520
H 2.3076 -0.0676 3.0500
H -6.5210 0.4553 -1.7857
C -4.2528 -1.4998 -0.2142
H 0.9167 -3.4345 -1.2330
H -1.5985 4.6036 -1.3040
H 0.5194 0.6317 -4.2474
C -3.4811 5.4068 1.3846
H -4.3335 4.0059 2.7713
C 2.8213 2.2038 1.1009
C -2.1773 4.4607 -0.4015
C -1.2585 2.2506 -2.3868
H -2.2342 -0.7637 -3.2670
H 2.2236 2.5999 1.9226
C 3.5873 0.0247 -0.4887
H 2.7980 -1.4553 2.0603
C -2.7135 5.5700 0.2432
C 2.8854 -0.3751 2.1784
H -2.5406 6.5594 -0.1588
H 1.3582 3.9776 -3.7026
C -5.5701 0.1556 -1.3631
H 6.1386 1.9126 0.6201
C -3.1758 -0.6112 -0.2726
H -0.9751 1.9661 5.0057
P 2.2322 0.4917 0.6858
H 0.9979 -3.3854 -3.0083
H 3.4603 0.5830 -1.4176
C -5.4528 -1.1073 -0.7767
O -1.2463 -1.6799 0.8872
C -3.7178 4.1317 1.8903
C 4.5288 1.4780 2.6428
H -4.1453 -2.4681 0.2582
H 4.8723 2.3191 -0.5416
H 2.3168 -2.6918 -2.0488
H 5.0358 -1.5262 1.0582
H -1.3097 -1.4306 2.8510
H -6.3074 -1.7699 -0.7547
H -1.2395 -1.9314 -4.1673
H 4.6499 -0.5375 3.2506
S -0.4363 1.2881 2.4626
N 4.3312 -0.0392 2.4168
C -0.0261 2.9078 -2.4591
N -1.1556 0.9759 4.9554
C 1.2406 -2.8503 -2.0915
H -0.0201 3.7298 -5.7386
P -1.7772 1.7056 -0.7448
C -1.5421 -1.5970 -3.1758
C -3.1802 3.0244 1.2579
H -2.9912 1.6186 -3.5098
Sb 0.2180 -0.9969 -2.1669
H -3.3879 2.0352 1.6502
H -2.1795 2.5372 -5.6353
H 0.5763 3.0295 -1.5628
C -1.0353 0.3477 3.7922
H 5.5713 1.5976 2.9332
H -1.7564 -1.4153 4.5220
C -4.4994 1.0443 -1.4064
C 5.2157 -0.4648 1.2200
*
```

Calculated values
* energy relative to the best compared isomer or geometry (same formula, charge and spin): 0.0 kJ/mol
* frontier orbital gap (alpha / beta): 7.80 / 7.32 eV
* HOMO energy (alpha / beta): -16.0 / -15.9 eV
* LUMO (alpha / beta): -8.24 / -8.63 eV